1.
The following is a quantum chemistry calculation of a 17-piece molecular cluster, C27H49Cl32FO5S overall at a distorted geometry, from the OMol25 dataset.

```
115
Properties=species:S:1:pos:R:3:lowdin_charge:R:1
C -1.56 5.37 2.76 0.0046
C -0.85 4.58 1.95 -0.1027
C -1.26 3.97 0.60 -0.2504
C -0.77 4.81 -0.58 -0.2743
C -1.05 6.31 -0.49 -0.0015
F -1.29 4.31 -1.78 -0.0425
C -0.45 2.65 0.62 -0.4559
O 0.47 2.30 -0.04 0.1358
O -1.08 1.89 1.56 -0.0386
C -2.48 1.94 1.13 -0.0965
C -2.66 3.36 0.49 -0.1799
C -3.82 4.10 1.17 -0.1451
C -5.19 3.75 0.56 -0.1908
C -5.76 4.88 -0.30 -0.2251
S -6.65 6.10 0.62 0.5769
O -7.35 6.93 -0.30 -0.2705
O -5.78 6.76 1.56 -0.2859
O -7.67 5.21 1.45 -0.1502
H -1.57 5.21 3.83 0.0766
H -2.20 6.17 2.40 0.0632
H 0.15 4.30 2.28 0.0809
H 0.31 4.68 -0.65 0.1483
H -1.32 6.67 -1.49 0.0864
H -1.82 6.57 0.24 0.0674
H -0.14 6.83 -0.21 0.0625
H -2.52 1.17 0.36 0.0568
H -3.06 1.73 2.02 0.1154
H -2.96 3.18 -0.54 0.1216
H -3.66 5.18 1.17 0.0874
H -3.83 3.82 2.23 0.1187
H -5.91 3.49 1.34 0.1106
H -5.08 2.89 -0.10 0.0651
H -4.99 5.41 -0.85 0.1204
H -6.49 4.47 -0.99 0.0710
H -7.69 5.56 2.36 0.1064
C 0.77 0.08 3.56 -1.0409
Cl 0.27 1.31 4.73 0.5161
Cl 0.47 -1.56 4.15 0.5100
H 0.21 0.24 2.64 -0.0383
H 1.84 0.19 3.38 0.0124
C 2.65 -1.89 0.19 -1.0413
Cl 1.35 -0.69 0.19 0.5829
Cl 3.17 -2.29 1.83 0.5087
H 2.29 -2.79 -0.29 -0.0536
H 3.49 -1.48 -0.36 -0.0551
C -3.72 -1.93 0.57 -0.9595
Cl -4.70 -0.50 0.92 0.5469
Cl -2.00 -1.56 0.78 0.5451
H -4.00 -2.73 1.24 0.0389
H -3.89 -2.22 -0.46 -0.0332
C 1.43 -0.03 -3.09 -1.0405
Cl 2.55 -1.41 -2.99 0.5254
Cl 1.71 0.93 -4.55 0.5074
H 0.42 -0.42 -3.12 -0.0013
H 1.58 0.60 -2.23 -0.0152
C -6.79 0.57 -2.31 -1.0527
Cl -7.75 2.01 -1.94 0.5472
Cl -5.06 0.86 -2.10 0.5012
H -7.08 -0.21 -1.62 -0.0348
H -6.98 0.27 -3.34 0.0177
C 0.83 -5.84 -0.68 -1.0096
Cl -0.13 -4.41 -0.25 0.5162
Cl 2.56 -5.57 -0.42 0.5195
H 0.51 -6.67 -0.05 0.0311
H 0.66 -6.05 -1.72 -0.0740
C 2.76 6.71 3.09 -0.9948
Cl 2.86 4.95 3.21 0.5221
Cl 1.16 7.26 2.57 0.5641
H 2.97 7.14 4.06 0.0258
H 3.49 7.05 2.36 0.0238
C -2.26 2.56 -4.06 -0.9999
Cl -1.75 2.00 -5.65 0.5186
Cl -1.94 1.35 -2.80 0.5354
H -1.71 3.46 -3.80 0.0110
H -3.33 2.74 -4.08 0.0161
C -5.56 -3.98 -2.90 -0.9793
Cl -6.47 -2.51 -2.50 0.5747
Cl -3.82 -3.76 -2.79 0.5364
H -5.86 -4.77 -2.22 0.0289
H -5.80 -4.26 -3.93 0.0270
C 6.13 -6.64 -0.93 -1.0062
Cl 5.67 -5.46 0.30 0.4814
Cl 5.74 -8.29 -0.44 0.5237
H 5.60 -6.41 -1.84 0.0270
H 7.20 -6.56 -1.08 -0.0162
C -3.22 -0.94 4.33 -1.0559
Cl -4.67 -0.02 4.77 0.4999
Cl -3.12 -2.48 5.18 0.5084
H -3.25 -1.13 3.26 -0.0511
H -2.34 -0.35 4.57 -0.0107
C 6.79 -0.61 -1.02 -1.0078
Cl 5.51 0.09 -2.01 0.5177
Cl 6.30 -2.17 -0.33 0.5246
H 7.67 -0.76 -1.64 0.0324
H 7.00 0.07 -0.20 -0.0719
C 8.87 -4.43 1.65 -1.0430
Cl 10.23 -3.65 2.46 0.5117
Cl 9.41 -5.44 0.29 0.5164
H 8.35 -5.06 2.36 0.0236
H 8.21 -3.67 1.26 -0.0305
C 6.92 -11.77 0.95 -1.0379
Cl 8.44 -12.08 1.80 0.5027
Cl 6.98 -12.29 -0.74 0.4935
H 6.13 -12.31 1.45 0.0241
H 6.73 -10.70 0.97 -0.0175
C 5.62 3.57 0.52 -1.0122
Cl 6.82 2.28 0.70 0.5573
Cl 5.86 4.49 -0.97 0.5134
H 4.63 3.12 0.49 0.0232
H 5.71 4.24 1.36 0.0123
C 0.18 -6.83 -5.15 -0.9977
Cl -1.08 -5.62 -4.88 0.5048
Cl 0.76 -7.52 -3.63 0.5559
H -0.23 -7.63 -5.76 0.0249
H 1.01 -6.35 -5.65 0.0277
```

Summary:
lowest unoccupied orbital energy = 0.095 eV
HOMO energy = -9.19 eV
charge = 0

---

2.
The following is a quantum chemistry calculation of one molecule with the formula C5H7NO at a distorted geometry, from the OMol25 dataset.

```
14
Properties=species:S:1:pos:R:3:lowdin_charge:R:1
C -1.75 -0.44 0.56 -0.0480
C -0.62 -0.07 -0.42 -0.2835
C -0.53 1.38 -0.61 -0.2124
N -0.41 2.52 -0.75 0.1645
C 0.72 -0.70 0.02 -0.4079
O 0.72 -1.84 0.41 0.0954
C 1.96 0.15 -0.05 -0.0105
H -1.58 0.05 1.53 0.0940
H -2.72 -0.13 0.17 0.0871
H -1.74 -1.52 0.72 0.0828
H -0.85 -0.51 -1.40 0.1601
H 2.85 -0.48 0.09 0.0876
H 1.93 0.91 0.73 0.1003
H 2.03 0.68 -1.01 0.0906
```

Summary:
lowest unoccupied orbital energy = 0.656 eV
energy relative to the best compared isomer or geometry (same formula, charge and spin) = 0.488 eV
HOMO energy = -10.27 eV
charge = 0
SMILES = CC(=O)[C@@H](C)C#N

---

3.
The following is a quantum chemistry calculation of one molecule with the formula C4H6O2S2 at a distorted geometry, from the OMol25 dataset.

```
14
Properties=species:S:1:pos:R:3:lowdin_charge:R:1
C -2.11 -1.46 0.78 0.0154
C -1.30 -0.88 -0.39 -0.3991
C -1.38 1.44 0.02 -0.4708
C 1.00 -0.14 -0.13 -1.1891
H -3.12 -1.04 0.70 0.0961
H -2.21 -2.53 0.64 0.0876
H -1.66 -1.25 1.73 0.0821
H -1.54 -1.50 -1.25 0.1546
H -1.70 2.37 -0.45 0.1015
H -1.91 1.31 0.97 0.0887
O -1.65 0.40 -0.85 -0.1154
O 0.09 -1.11 -0.29 -0.1028
S 0.40 1.45 0.31 0.9664
S 2.56 -0.55 0.01 0.6848
```

Summary:
lowest unoccupied orbital energy = 0.310 eV
energy relative to the best compared isomer or geometry (same formula, charge and spin) = 1.911 eV
HOMO energy = -8.86 eV
charge = 0
SMILES = C[C@H]1OCSC(=S)O1

---

4.
The following is a quantum chemistry calculation of one molecule with the formula C3H8N2O, from the OMol25 dataset.

```
14
Properties=species:S:1:pos:R:3:lowdin_charge:R:1
C 1.08 1.81 -0.37 -0.0809
N 0.61 0.46 -0.16 0.0167
C -0.61 0.14 0.36 -0.5295
O -1.26 1.23 0.84 0.0624
N -1.16 -1.01 0.48 0.0037
C -0.46 -2.17 -0.01 -0.1679
H 0.82 2.20 -1.36 0.0832
H 2.16 1.85 -0.26 0.0814
H 0.64 2.47 0.37 0.0805
H 1.07 -0.28 -0.67 0.1187
H -2.07 0.86 1.22 0.1177
H -1.05 -3.07 0.21 0.0653
H -0.31 -2.17 -1.11 0.0739
H 0.53 -2.32 0.45 0.0747
```

Summary:
lowest unoccupied orbital energy = 0.888 eV
energy relative to the best compared isomer or geometry (same formula, charge and spin) = 1.002 eV
HOMO energy = -8.66 eV
charge = 0
SMILES = C/N=C(/O)NC

---

5.
The following is a quantum chemistry calculation of an isolated ion of composition C6H11N2 and charge +1 at a distorted geometry, from the OMol25 dataset.

```
19
Properties=species:S:1:pos:R:3:lowdin_charge:R:1
C 0.66 2.30 -1.67 -0.0885
C 0.80 1.76 -0.13 -0.2393
C -0.29 0.90 0.47 -0.1661
C -0.25 -0.63 0.63 -0.1440
C 0.77 -1.55 0.74 0.0318
N 0.12 -2.80 0.78 0.0907
C -1.23 -2.69 0.49 -0.0071
N -1.51 -1.36 0.51 0.1498
H -0.32 2.85 -1.85 0.0816
H 1.59 2.82 -2.00 0.0739
H 0.62 1.36 -2.32 0.0761
H 0.75 2.76 0.48 0.1428
H 1.74 1.28 -0.03 0.0731
H -1.21 1.21 -0.13 0.1366
H -0.47 1.24 1.51 0.1269
H 1.82 -1.44 0.85 0.1333
H 0.70 -3.64 0.76 0.1805
H -1.92 -3.53 0.52 0.1605
H -2.38 -0.82 0.39 0.1873
```

Summary:
lowest unoccupied orbital energy = -3.670 eV
energy relative to the best compared isomer or geometry (same formula, charge and spin) = 1.303 eV
HOMO energy = -13.97 eV
charge = +1
SMILES = CCCc1c[nH]c[nH+]1

---

no.,gap between HOMO and LUMO (hartree)
1,0.3412
2,0.4016
3,0.3369
4,0.3511
5,0.3784